(1)
{"formula": "C3H11NO2", "method": "wB97M-V/def2-TZVPD", "gap_ev": 9.9, "fmax_ev_per_a": 4.0, "multiplicity": 1, "lumo_ha": 0.028, "molar_mass_g_mol": 93.126, "e_tot_ev": -8872.9409, "de_lowest_kcal_mol": 35.71, "elements": ["C", "C", "O", "C", "N", "H", "H", "H", "H", "H", "H", "H", "H", "H", "O", "H", "H"], "positions_angstrom": [[-1.797095, -0.394932, -1.034047], [-1.079720, -0.194486, 0.266929], [-0.127857, 0.984427, -0.033638], [-0.000752, -1.189694, 0.792958], [0.295516, -0.849955, 2.181896], [-2.434642, -1.298744, -0.978108], [-2.604733, 0.358270, -1.149928], [-1.218721, -0.255958, -1.933223], [-1.915285, 0.147803, 0.980327], [-0.123516, 1.590814, 0.703210], [-0.490289, -2.224568, 0.762729], [0.863886, -1.093358, 0.036683], [1.052186, -0.245829, 2.119442], [0.183536, -1.544027, 2.850906], [2.274793, 1.217863, -1.919684], [2.070140, 1.545910, -0.929045], [2.638737, 2.025733, -2.264729]], "atomic_forces_ev_per_a": [[-1.9, -0.1, 0.0], [1.4, 2.5, -0.1], [-1.4, -0.6, 0.2], [-2.4, -1.5, -0.7], [-1.2, 0.7, -2.9], [0.8, -0.1, -0.4], [0.6, 0.1, 0.3], [0.5, -0.7, -0.1], [1.8, -0.7, -0.3], [-0.3, 0.2, 0.5], [1.0, 1.1, -0.1], [-1.2, -0.5, 1.4], [1.7, 0.8, 1.3], [0.5, -1.1, 1.1], [-0.7, 1.0, 3.8], [0.3, -1.5, -3.3], [0.4, 0.5, -0.6]]}

---

(2)
{"formula": "C3H11NO2", "method": "wB97M-V/def2-TZVPD", "gap_ev": 9.6, "fmax_ev_per_a": 2.3, "multiplicity": 1, "lumo_ha": 0.026, "molar_mass_g_mol": 93.126, "e_tot_ev": -8873.3071, "de_lowest_kcal_mol": 27.27, "elements": ["C", "N", "C", "C", "O", "H", "H", "H", "H", "H", "H", "H", "H", "H", "O", "H", "H"], "positions_angstrom": [[-1.766218, -0.059171, -0.306589], [-0.882450, 0.735609, 0.589141], [0.539901, 0.616871, 0.342971], [1.300062, 0.207702, 1.588218], [1.038645, -1.124790, 2.004550], [-2.129782, -0.894626, 0.382552], [-1.302772, -0.371469, -1.225672], [-2.570699, 0.613250, -0.648537], [-1.324466, 1.627376, 0.735144], [0.704878, -0.186206, -0.419852], [1.044963, 1.484211, -0.172751], [2.378741, 0.256749, 1.407327], [1.137655, 0.916868, 2.415491], [0.086957, -1.253215, 2.091939], [0.927830, -1.096037, -2.890152], [0.133631, -1.207579, -3.432294], [0.683122, -0.265543, -2.461487]], "atomic_forces_ev_per_a": [[-0.6, 0.4, 2.1], [-0.5, -0.7, -0.9], [0.7, 0.1, -1.1], [0.6, 0.2, 0.4], [-0.1, 0.1, -0.1], [0.0, 0.7, -1.8], [0.5, -0.6, -0.1], [-0.2, -0.6, 0.4], [0.8, 0.4, 0.0], [-0.3, 0.3, 0.8], [-0.6, -0.2, 0.8], [-0.1, -0.2, -0.2], [-0.3, -0.1, -0.2], [0.0, 0.2, 0.0], [-0.8, 0.5, -0.1], [0.3, -0.5, -0.2], [0.5, 0.0, 0.2]]}

---

(3)
{"formula": "C3H11NO2", "method": "wB97M-V/def2-TZVPD", "gap_ev": [8.3, 5.0], "fmax_ev_per_a": 1.9, "multiplicity": 2, "lumo_ha": [-0.191, -0.311], "s_squared": 0.760, "molar_mass_g_mol": 93.126, "e_tot_ev": -8864.0701, "de_lowest_kcal_mol": 47.07, "total_charge": 1, "elements": ["C", "C", "C", "N", "H", "H", "H", "H", "H", "H", "H", "H", "H", "O", "H", "H", "O"], "positions_angstrom": [[0.243397, -0.610327, 1.248728], [-1.005684, -0.304405, 0.427819], [-1.603196, 1.947651, 1.410709], [-1.373291, 1.136823, 0.517778], [1.145658, -0.764100, 0.672471], [-0.043477, -1.528697, 1.775396], [0.223204, 0.021559, 2.134521], [-0.886012, -0.461296, -0.616809], [-1.904776, -0.796770, 0.794569], [-1.383179, 1.771002, 2.477562], [-1.792419, 2.991769, 1.159213], [-2.370992, 3.444488, -2.431359], [-0.868347, 3.621989, -2.609580], [-1.660337, 3.328509, -3.072255], [4.392095, -4.040228, -1.837103], [4.845805, -5.064552, -0.835179], [4.041551, -4.693418, -1.216483]], "atomic_forces_ev_per_a": [[-1.5, -0.7, 0.9], [-0.3, 1.2, 0.2], [0.8, 1.3, 0.1], [0.2, -1.3, 0.8], [0.2, 0.5, 0.2], [0.4, -0.4, -0.5], [1.0, 0.6, -0.3], [0.1, -0.6, -0.9], [-0.1, -0.2, -0.2], [-0.3, -0.4, -0.2], [-0.4, 0.0, -0.1], [0.0, 0.1, -0.2], [0.0, 0.1, -0.2], [0.0, -0.2, 0.4], [-0.2, -0.1, 0.0], [-0.2, -0.1, 0.1], [0.4, 0.3, -0.1]]}

---

(4)
{"formula": "C3H11NO3", "method": "wB97M-V/def2-TZVPD", "gap_ev": 9.1, "fmax_ev_per_a": 1.2, "multiplicity": 1, "lumo_ha": 0.013, "molar_mass_g_mol": 109.125, "e_tot_ev": -10920.7670, "de_lowest_kcal_mol": 51.62, "elements": ["C", "N", "C", "C", "O", "H", "H", "H", "H", "H", "H", "H", "O", "H", "H", "O", "H", "H"], "positions_angstrom": [[0.495400, -1.654518, -0.717636], [0.059487, -0.506992, -1.520124], [0.863497, 0.699371, -1.351706], [0.040880, 1.634394, -0.473381], [-0.545857, 2.578412, -0.938296], [-0.123403, -2.509588, -0.982440], [1.542983, -1.910512, -0.905204], [0.286074, -1.455948, 0.334398], [-0.025641, -0.762032, -2.489786], [1.162370, 1.188722, -2.276592], [1.825199, 0.518852, -0.845452], [0.050283, 1.384204, 0.607384], [-2.646759, 1.261044, 1.254612], [-3.482512, 0.788546, 1.207668], [-1.887594, 0.699472, 1.084350], [0.822872, -0.487845, 2.308363], [1.483356, -0.500609, 3.012290], [0.079369, -0.964972, 2.691548]], "atomic_forces_ev_per_a": [[-0.6, 0.2, -0.4], [0.2, -0.2, 0.1], [0.3, 0.1, 0.7], [0.5, 0.5, -1.0], [0.1, -0.2, 0.5], [0.0, -0.1, -0.1], [0.1, 0.0, 0.3], [0.5, 0.0, -0.2], [0.0, 0.1, -0.1], [-0.6, 0.0, -0.2], [-0.2, -0.4, 0.1], [-0.3, 0.1, -0.1], [-0.1, 0.7, 0.4], [0.4, -0.4, -0.1], [-0.4, -0.4, -0.2], [0.1, -0.1, 0.3], [0.0, 0.1, -0.1], [-0.1, 0.0, 0.0]]}

---

(5)
{"formula": "C3H11NO3", "method": "wB97M-V/def2-TZVPD", "gap_ev": 10.7, "fmax_ev_per_a": 0.3, "multiplicity": 1, "lumo_ha": 0.028, "molar_mass_g_mol": 109.125, "e_tot_ev": -10921.6919, "de_lowest_kcal_mol": 30.30, "elements": ["N", "C", "C", "C", "O", "H", "H", "H", "H", "H", "H", "H", "O", "H", "H", "O", "H", "H"], "positions_angstrom": [[-1.934102, -0.876504, -0.334017], [-1.351409, -0.917186, 1.015912], [0.099012, -0.408404, 0.973224], [0.286135, 0.919229, 1.617361], [0.710103, 1.906387, 1.067956], [-1.697584, -0.008344, -0.800762], [-2.941387, -0.947765, -0.268102], [-1.957131, -0.382258, 1.755866], [-1.340289, -1.956243, 1.317790], [0.430500, -0.384807, -0.062524], [0.774330, -1.100788, 1.478304], [0.036106, 0.993205, 2.693315], [1.683169, 1.285241, -1.511087], [2.619226, 1.416952, -1.704180], [1.519866, 1.690855, -0.641020], [0.365741, -1.852001, -1.976800], [0.675808, -1.096103, -2.487384], [-0.576624, -1.709219, -1.783843]], "atomic_forces_ev_per_a": [[0.0, 0.1, 0.1], [0.2, -0.2, -0.2], [0.0, -0.2, -0.2], [0.0, 0.2, 0.2], [0.1, 0.2, -0.1], [-0.2, 0.1, 0.1], [0.0, 0.1, -0.2], [0.1, 0.1, 0.0], [-0.1, -0.2, 0.2], [0.1, 0.1, 0.0], [-0.1, -0.1, 0.2], [-0.1, -0.1, 0.0], [0.2, 0.0, -0.1], [-0.2, 0.0, 0.1], [0.0, -0.1, -0.2], [-0.1, -0.2, -0.1], [-0.1, 0.1, 0.1], [0.3, 0.1, 0.0]]}

---

(6)
{"formula": "C3H11NO3", "method": "wB97M-V/def2-TZVPD", "gap_ev": 10.1, "fmax_ev_per_a": 5.4, "multiplicity": 1, "lumo_ha": 0.026, "molar_mass_g_mol": 109.125, "e_tot_ev": -10921.0183, "de_lowest_kcal_mol": 45.83, "elements": ["C", "N", "C", "C", "O", "H", "H", "H", "H", "H", "H", "H", "O", "H", "H", "O", "H", "H"], "positions_angstrom": [[0.516842, 1.906036, -1.136556], [0.362010, 1.114681, 0.141608], [-0.770813, 1.527230, 0.910290], [1.061830, 0.014647, 0.381275], [1.747884, -0.497225, -0.484258], [1.301250, 1.333576, -1.816676], [-0.526195, 1.801615, -1.613404], [0.780191, 3.017579, -0.838956], [-0.960957, 0.874999, 1.831459], [-0.634095, 2.519883, 1.306680], [-1.542975, 1.580282, 0.146255], [0.723928, -0.512085, 1.293320], [-1.229791, -1.906872, 1.916736], [-1.267233, -2.182630, 0.931748], [-2.014002, -2.286582, 2.168446], [-0.849104, -1.541264, -1.643270], [-0.572565, -1.772692, -2.450722], [-0.020498, -1.301304, -1.193122]], "atomic_forces_ev_per_a": [[0.1, -0.9, 0.1], [0.7, 1.8, -0.8], [-0.1, -0.5, 1.3], [-1.4, -0.7, -0.6], [1.2, -0.7, 0.0], [-1.6, 1.6, 1.6], [1.7, 0.6, 0.3], [-0.5, -2.3, -1.0], [0.0, 0.5, -1.7], [0.1, 0.6, 0.1], [-0.9, -0.2, 0.7], [0.6, 0.2, 0.2], [2.5, 0.5, -3.8], [0.6, 0.9, 2.0], [-3.1, -1.3, 1.6], [-1.2, 1.5, 5.0], [1.4, -1.5, -4.9], [-0.1, 0.0, -0.1]]}

---

(7)
{"formula": "C3H11NO3", "method": "wB97M-V/def2-TZVPD", "gap_ev": 10.6, "fmax_ev_per_a": 4.9, "multiplicity": 1, "lumo_ha": 0.022, "molar_mass_g_mol": 109.125, "e_tot_ev": -10920.8970, "de_lowest_kcal_mol": 48.62, "elements": ["C", "C", "C", "N", "O", "H", "H", "H", "H", "H", "H", "H", "O", "H", "H", "O", "H", "H"], "positions_angstrom": [[0.445178, -1.258645, 1.757530], [0.020602, -0.434519, 0.532115], [0.200421, -1.069399, -0.851643], [-0.620024, -2.130303, -1.148086], [0.626473, -0.325876, -1.770484], [-0.398427, -1.847830, 2.240288], [1.211125, -0.741958, 2.356075], [1.099018, -2.047195, 1.369931], [-0.972050, 0.149936, 0.803652], [0.511718, 0.583266, 0.359894], [-1.407212, -2.509576, -0.581990], [-0.442003, -2.828444, -1.875278], [-0.503987, 2.449212, 1.175215], [-1.395502, 2.844579, 1.036808], [-0.094263, 2.567430, 0.210814], [0.538728, 2.299658, -1.418767], [0.540902, 2.857052, -2.234333], [0.639307, 1.442616, -1.961741]], "atomic_forces_ev_per_a": [[0.7, -1.2, -0.9], [-0.4, 2.9, 0.6], [-3.4, 3.2, -1.2], [-0.5, -2.5, 0.0], [0.6, -2.7, 1.2], [1.1, 1.3, -0.1], [-1.2, 0.2, 0.6], [-0.1, -0.3, -0.1], [1.1, -2.0, -1.3], [0.4, -1.8, 0.8], [1.5, 1.0, 0.2], [0.3, 1.1, -0.1], [-0.1, 1.1, -2.8], [0.9, -0.4, 0.3], [-1.0, -0.4, 2.6], [0.3, -0.6, -3.4], [-0.1, 0.4, 1.4], [-0.2, 0.6, 2.2]]}